## P
ORCA calculation (ωB97M-V with the def2-TZVPD basis set) on a cluster of 2 separate species, C20H21NO4 in total.

Each atom is followed by the atoms it is bonded to, with distances in Å.
Positions of all 46 atoms, in Å:
1 C -1.58 -0.61 -3.29  C2 1.517, N6 1.433, H7 1.103, H8 1.104
2 C -1.61 -1.50 -4.52  C1 1.517, O3 1.426, H9 1.095, H10 1.095
3 O -2.06 -2.77 -4.07  C2 1.426, C4 1.403
4 C -2.28 -2.73 -2.69  O3 1.403, O5 1.222, N6 1.367
5 O -2.67 -3.74 -2.11  C4 1.222
6 N -2.00 -1.47 -2.23  C1 1.433, C4 1.367
7 H -0.55 -0.24 -3.15  C1 1.103
8 H -2.25 0.25 -3.46  C1 1.104
9 H -2.31 -1.11 -5.28  C2 1.095
10 H -0.62 -1.59 -4.97  C2 1.095
11 C 4.36 -4.66 0.71  O12 1.450, H30 1.087, H31 1.099, H32 1.099
12 O 3.00 -5.15 0.77  C11 1.450, C13 1.356
13 C 2.03 -4.20 0.84  O12 1.356, C14 1.423, C29 1.413
14 C 0.67 -4.63 0.86  C13 1.423, C15 1.374, H33 1.087
15 C -0.33 -3.69 0.88  C14 1.374, C16 1.426, H34 1.091
16 C -0.05 -2.29 0.89  C15 1.426, C17 1.425, C28 1.424
17 C -1.10 -1.32 0.90  C16 1.425, C18 1.387, H35 1.089
18 C -0.85 0.03 1.05  C17 1.387, C19 1.385, H36 1.085
19 C -1.77 1.07 1.08  C18 1.385, C20 1.426, H37 1.090
20 C -1.39 2.44 1.13  C19 1.426, C21 1.427, C27 1.425
21 C -2.37 3.47 1.22  C20 1.427, C22 1.374, H38 1.091
22 C -2.01 4.80 1.25  C21 1.374, C23 1.421, H39 1.087
23 C -0.64 5.16 1.19  C22 1.421, O24 1.356, C26 1.415
24 O -0.34 6.49 1.20  C23 1.356, C25 1.448
25 C 1.06 6.83 1.15  O24 1.448, H40 1.087, H41 1.099, H42 1.099
26 C 0.36 4.16 1.12  C23 1.415, C27 1.380, H43 1.091
27 C -0.02 2.83 1.09  C20 1.425, C26 1.380, H44 1.088
28 C 1.31 -1.90 0.88  C16 1.424, C29 1.378, H45 1.088
29 C 2.34 -2.82 0.86  C13 1.413, C28 1.378, H46 1.091
30 H 4.97 -5.57 0.66  C11 1.087
31 H 4.52 -4.04 -0.18  C11 1.099
32 H 4.62 -4.08 1.61  C11 1.099
33 H 0.46 -5.69 0.85  C14 1.087
34 H -1.38 -3.99 0.86  C15 1.091
35 H -2.13 -1.67 0.84  C17 1.089
36 H 0.19 0.32 1.17  C18 1.085
37 H -2.83 0.81 1.07  C19 1.090
38 H -3.42 3.18 1.27  C21 1.091
39 H -2.76 5.59 1.31  C22 1.087
40 H 1.07 7.92 1.17  C25 1.087
41 H 1.61 6.42 2.01  C25 1.099
42 H 1.53 6.47 0.22  C25 1.099
43 H 1.41 4.43 1.08  C26 1.091
44 H 0.79 2.10 1.03  C27 1.088
45 H 1.61 -0.85 0.89  C28 1.088
46 H 3.37 -2.48 0.85  C29 1.091

Results
Gap between HOMO and LUMO ... 3.7 eV
HOMO ... -6.1 eV
Charge ... 0

Atomic partial charges in e from the Löwdin method, atoms 1 to 5: C -0.2911; C -0.2036; O -0.0478; C -0.6457; O -0.0169

## Q
ORCA calculation (ωB97M-V with the def2-TZVPD basis set) on an isolated molecule of C20H21NO4.

Each atom is followed by the atoms it is bonded to, with distances in Å.
Positions of all 46 atoms, in Å:
1 C -3.30 -2.30 -1.38  C2 1.322, H45 1.076, H46 1.076
2 C -3.26 -2.40 -0.07  C1 1.322, C3 1.498, C7 1.512
3 C -3.32 -3.70 0.67  C2 1.498, H4 1.089, H5 1.086, H6 1.090
4 H -4.15 -3.70 1.37  C3 1.089
5 H -3.45 -4.53 -0.03  C3 1.086
6 H -2.40 -3.87 1.23  C3 1.090
7 C -3.18 -1.19 0.84  C2 1.512, H8 1.097, O9 1.409, H44 1.100
8 H -4.17 -1.03 1.30  C7 1.097
9 O -2.91 0.03 0.19  C7 1.409, C10 1.369
10 C -1.63 0.28 -0.26  O9 1.369, C11 1.389, C15 1.411
11 C -0.61 -0.66 -0.21  C10 1.389, C12 1.383, H43 1.077
12 C 0.66 -0.38 -0.68  C11 1.383, C13 1.385, H42 1.079
13 C 0.94 0.86 -1.22  C12 1.385, C14 1.386, C25 1.521
14 C -0.07 1.81 -1.26  C13 1.386, C15 1.390, H24 1.079
15 C -1.35 1.55 -0.79  C10 1.411, C14 1.390, O16 1.362
16 O -2.23 2.58 -0.97  C15 1.362, C17 1.418
17 C -3.38 2.74 -0.16  O16 1.418, C18 1.524, H22 1.094, H23 1.093
18 C -3.03 2.99 1.30  C17 1.524, H19 1.086, H20 1.088, H21 1.087
19 H -3.94 3.22 1.86  C18 1.086
20 H -2.35 3.83 1.38  C18 1.088
21 H -2.56 2.11 1.74  C18 1.087
22 H -3.87 3.62 -0.58  C17 1.094
23 H -4.04 1.88 -0.25  C17 1.093
24 H 0.12 2.79 -1.67  C14 1.079
25 C 2.33 1.23 -1.72  C13 1.521, N26 1.443, O35 1.416, H41 1.099
26 N 3.03 0.13 -2.32  C25 1.443, C27 1.363, H40 1.009
27 C 3.72 -0.80 -1.61  N26 1.363, O28 1.214, C29 1.480
28 O 4.13 -1.83 -2.11  C27 1.214
29 C 3.99 -0.39 -0.21  C27 1.480, C30 1.390, C34 1.397
30 C 4.61 -1.25 0.69  C29 1.390, C31 1.381, H39 1.080
31 C 4.92 -0.83 1.96  C30 1.381, C32 1.388, H38 1.079
32 C 4.62 0.47 2.34  C31 1.388, C33 1.382, H37 1.080
33 C 4.00 1.34 1.47  C32 1.382, C34 1.390, H36 1.078
34 C 3.67 0.91 0.19  C29 1.397, C33 1.390, O35 1.362
35 O 3.08 1.80 -0.66  C25 1.416, C34 1.362
36 H 3.76 2.36 1.75  C33 1.078
37 H 4.87 0.81 3.34  C32 1.080
38 H 5.40 -1.50 2.66  C31 1.079
39 H 4.84 -2.25 0.35  C30 1.080
40 H 2.80 -0.11 -3.27  N26 1.009
41 H 2.24 2.04 -2.46  C25 1.099
42 H 1.41 -1.16 -0.64  C12 1.079
43 H -0.81 -1.65 0.18  C11 1.077
44 H -2.46 -1.37 1.65  C7 1.100
45 H -3.37 -3.17 -2.01  C1 1.076
46 H -3.26 -1.35 -1.88  C1 1.076

Results
Gap between HOMO and LUMO ... 9.0 eV
HOMO ... -8.3 eV
SMILES ... C=C(C)COc1ccc([C@@H]2NC(=O)c3ccccc3O2)cc1OCC
Charge ... 0

Atomic partial charges in e from the Löwdin method, atoms 1 to 5: C 0.0725; C -0.3603; C -0.0573; H 0.0834; H 0.0790

Comparing the structures above, Q comes out on top by 3.628 eV.